{"formula": "C15H43O6", "method": "ωB97M-V with the def2-TZVPD basis set", "species": ["O", "H", "H", "H", "C", "C", "C", "O", "H", "H", "H", "H", "H", "H", "H", "H", "C", "C", "C", "O", "H", "H", "H", "H", "H", "H", "H", "H", "C", "C", "C", "O", "H", "H", "H", "H", "H", "H", "H", "H", "C", "C", "C", "O", "H", "H", "H", "H", "H", "H", "H", "H", "C", "C", "C", "O", "H", "H", "H", "H", "H", "H", "H", "H"], "xyz": [[22.57, 22.66, -17.68], [23.22, 23.30, -17.29], [22.82, 22.49, -18.63], [21.59, 22.93, -17.59], [25.53, 21.20, -16.78], [26.36, 22.39, -17.23], [27.66, 22.04, -17.92], [25.55, 23.16, -18.15], [24.66, 21.55, -16.22], [26.05, 20.51, -16.12], [25.12, 20.65, -17.63], [26.52, 23.02, -16.34], [28.35, 22.88, -18.01], [27.54, 21.56, -18.89], [28.22, 21.26, -17.37], [26.09, 23.93, -18.35], [22.63, 26.33, -14.56], [23.24, 24.95, -14.49], [22.26, 23.95, -13.91], [23.48, 24.48, -15.83], [23.37, 27.05, -14.95], [22.34, 26.72, -13.59], [21.82, 26.36, -15.30], [24.17, 24.99, -13.92], [22.00, 24.04, -12.85], [22.60, 22.91, -13.96], [21.34, 23.95, -14.50], [24.05, 25.10, -16.29], [23.03, 27.24, -20.06], [23.22, 25.76, -20.25], [24.52, 25.45, -20.99], [23.27, 25.07, -18.98], [22.05, 27.47, -19.65], [23.16, 27.75, -21.02], [23.81, 27.67, -19.42], [22.45, 25.33, -20.91], [25.42, 25.91, -20.57], [24.50, 25.79, -22.03], [24.66, 24.36, -21.00], [24.08, 25.41, -18.59], [23.36, 20.24, -20.01], [22.62, 21.07, -21.05], [21.28, 20.44, -21.43], [22.37, 22.35, -20.44], [22.72, 20.12, -19.14], [24.23, 20.84, -19.73], [23.68, 19.25, -20.32], [23.25, 21.17, -21.93], [21.39, 19.46, -21.89], [20.76, 21.05, -22.17], [20.66, 20.24, -20.55], [22.05, 22.93, -21.14], [19.81, 25.37, -18.68], [19.16, 24.43, -17.71], [17.83, 23.88, -18.24], [20.06, 23.29, -17.55], [20.78, 25.75, -18.33], [19.14, 26.21, -18.87], [20.04, 24.94, -19.66], [19.05, 24.93, -16.74], [17.00, 24.57, -18.06], [17.59, 22.89, -17.84], [17.89, 23.71, -19.32], [19.68, 22.75, -16.83]], "homo_ha": -0.4862, "max_force_ev_per_a": 1.56, "total_charge": 1}